# C34H84LiN4O8

C34H84LiN4O8 as an isolated structure in a non-equilibrium geometry (ωB97M-V with the def2-TZVPD basis set, the OMol25 dataset).

Output
Charge: +2
HOMO-LUMO gap (spin up / spin down): 2.10 / 6.59 eV
E_tot: -59142.2352 eV
HOMO level (spin up / spin down): -0.2067 / -0.3758 Eh
2S+1: 2

XYZ file:
```
131
Properties=species:S:1:pos:R:3:forces:R:3:lowdin_charge:R:1
Li -1.004990 1.261762 2.901087 -0.38 0.94 -1.06 0.517
C -0.038295 0.763354 -0.249679 0.59 1.18 1.65 -0.376
O -0.585760 1.251552 0.920419 -0.48 -0.59 -0.05 -0.461
H -0.319821 1.306973 -1.151525 -0.91 -0.03 -0.63 0.032
H 1.027938 0.989745 -0.253139 1.22 -0.03 -0.03 0.021
H -0.045330 -0.314273 -0.413270 -0.60 -0.58 -0.16 0.030
C 0.663121 -5.691527 4.988081 -0.90 0.97 0.51 -0.079
C 0.975765 -5.651879 3.525537 -0.97 -1.03 -1.71 -0.136
N -0.148553 -5.143688 2.485967 1.70 0.81 -0.10 -0.219
C -1.523067 -5.703395 2.743205 0.35 0.39 -0.12 0.001
C -0.127527 -3.598102 2.527269 -0.09 0.48 0.62 -0.177
C -1.118845 -2.875558 1.645521 -0.49 -0.21 -1.18 -0.078
C 0.303921 -5.630386 1.073610 0.62 0.48 0.31 -0.046
C 1.762466 -5.202098 0.567489 -0.19 -0.04 0.00 -0.164
O 1.917183 -3.796411 0.340314 -0.53 -0.89 -0.37 -0.229
C 1.403632 -3.380439 -0.945357 0.58 0.66 0.39 -0.092
H -0.212547 -6.252921 5.313872 0.01 -0.47 -0.58 0.083
H 0.422198 -4.696794 5.362983 0.54 0.20 0.21 0.070
H 1.516849 -6.126090 5.508099 0.07 0.25 -0.01 0.096
H 1.145522 -6.675921 3.192956 -0.05 -0.12 -0.13 0.123
H 1.885923 -5.115650 3.256874 -0.29 0.44 0.26 0.099
H -1.457975 -6.782643 2.881371 0.07 0.12 0.28 0.111
H -2.163963 -5.517765 1.881294 0.23 0.09 -0.10 0.100
H -1.972290 -5.166960 3.578988 0.21 -0.31 0.16 0.113
H 0.891283 -3.249919 2.357246 -0.01 -0.48 -0.53 0.087
H -0.252606 -3.235924 3.547695 -0.46 -0.60 0.42 0.097
H -1.073796 -1.789366 1.724707 0.47 0.09 0.50 0.069
H -2.177861 -3.099241 1.774168 0.04 -0.31 0.53 0.078
H -0.951077 -3.042152 0.581467 0.25 -0.19 -0.12 0.060
H -0.444224 -5.267392 0.368906 0.10 0.28 0.11 0.113
H 0.121928 -6.703582 1.130345 0.62 -0.15 -0.19 0.127
H 2.090939 -5.707329 -0.340781 -1.19 -0.35 -0.59 0.127
H 2.614864 -5.578518 1.133020 -0.37 0.48 1.18 0.118
H 2.214081 -3.244921 -1.661536 0.31 -0.25 0.01 0.081
H 0.992959 -2.383635 -0.784618 -0.37 -0.10 -0.07 0.065
H 0.687115 -4.057196 -1.410882 -0.19 -0.07 0.39 0.091
C 2.382851 3.765075 -1.582586 0.19 -0.01 -0.94 -0.043
C 1.852410 3.140791 -2.913199 0.80 -0.97 1.14 -0.121
N 2.952990 2.473527 -3.808314 -1.37 0.61 -0.41 -0.226
C 3.923971 3.616634 -4.141452 0.75 -1.30 -0.85 0.012
C 3.604956 1.239228 -3.142603 1.56 0.75 -0.18 -0.122
C 4.917758 0.710195 -3.828949 -1.29 0.62 -0.69 -0.034
C 2.185544 1.937348 -5.066431 0.67 0.24 0.64 -0.045
C 0.910578 1.115567 -4.897008 -0.73 0.54 -0.06 -0.242
O 1.055869 -0.058897 -4.203897 1.47 -0.95 1.43 -0.198
C -0.115583 -0.809874 -3.974670 -0.44 -0.28 -1.06 -0.063
H 1.603847 4.216153 -0.967947 -0.38 -0.34 -0.29 0.096
H 3.090633 4.577107 -1.749162 0.06 -0.07 -0.14 0.070
H 2.868066 3.003734 -0.971825 -0.09 0.00 0.00 0.056
H 1.321340 3.821133 -3.578932 0.13 0.10 0.19 0.133
H 1.215557 2.294573 -2.655463 -0.23 0.20 0.06 0.096
H 3.476803 4.480046 -4.634079 -0.73 -0.10 0.70 0.116
H 4.644550 3.314995 -4.901637 -0.07 -0.55 0.04 0.095
H 4.524832 3.858646 -3.264811 -0.47 0.11 0.05 0.106
H 2.862279 0.442894 -3.093919 -0.13 0.42 0.28 0.116
H 3.931459 1.649803 -2.187130 -0.36 -0.46 0.27 0.100
H 5.537484 1.557239 -4.123148 0.39 -0.26 0.43 0.070
H 4.724132 0.171030 -4.756260 -0.27 -0.02 -0.04 0.078
H 5.431392 -0.016439 -3.199440 -0.02 0.46 0.19 0.061
H 2.957586 1.347784 -5.560878 -0.24 0.27 -0.48 0.132
H 1.831302 2.814829 -5.607392 0.57 0.00 -0.31 0.140
H 0.554649 0.908057 -5.906146 0.22 0.02 -0.53 0.142
H 0.096501 1.710353 -4.482749 -0.04 0.34 0.34 0.125
H -0.847453 -0.271622 -3.372373 -0.05 0.10 -0.04 0.088
H 0.070850 -1.790119 -3.535967 0.66 0.38 0.41 0.087
H -0.490972 -1.082923 -4.960895 -0.68 0.22 -0.10 0.096
C 4.825188 1.528047 3.827790 -0.40 -0.71 -0.86 -0.060
C 4.781836 1.086202 2.311170 -0.14 -1.04 1.91 -0.114
N 4.227865 -0.374029 2.057418 -0.44 -0.51 -0.97 -0.225
C 2.731359 -0.620830 2.578210 0.76 1.48 -0.26 0.039
C 4.241888 -0.625108 0.533952 1.32 0.65 -0.49 -0.140
C 5.674504 -0.601530 -0.188045 -0.90 -0.77 1.37 -0.046
C 5.086650 -1.464238 2.705727 -0.56 0.52 1.70 -0.083
C 4.600936 -2.986273 2.623105 0.62 1.56 2.06 -0.113
O 3.541991 -3.180209 3.608770 -1.01 -0.03 -1.85 -0.264
C 3.716485 -3.349106 5.025084 1.11 -0.14 -0.62 -0.082
H 3.894452 1.357960 4.368998 -0.16 -0.15 -0.20 0.066
H 5.001477 2.599913 3.917934 0.21 -0.07 -0.33 0.084
H 5.616068 0.990995 4.351397 0.03 0.11 -0.02 0.073
H 5.825360 1.034173 2.000576 -0.21 0.18 -0.46 0.103
H 4.168832 1.763480 1.716513 0.08 -0.25 -0.09 0.117
H 2.138120 0.265199 2.352118 0.03 0.01 -0.54 0.074
H 2.720860 -0.655440 3.667610 0.27 -0.46 -0.04 0.054
H 2.309832 -1.506964 2.103678 0.22 0.02 0.10 0.066
H 3.662476 0.143953 0.023143 -0.56 -0.13 0.47 0.098
H 3.785748 -1.610550 0.439425 -0.05 0.23 -0.39 0.093
H 6.237049 -1.432893 0.236797 0.32 0.06 -0.21 0.068
H 6.269456 0.305236 -0.078887 -0.32 0.11 0.22 0.072
H 5.588559 -0.790344 -1.258121 -0.39 -0.08 0.19 0.049
H 4.926575 -1.225762 3.757201 0.25 -0.08 0.18 0.102
H 6.126368 -1.178885 2.545572 0.08 -0.66 -0.54 0.127
H 5.396156 -3.668636 2.923288 0.53 0.37 -0.21 0.127
H 4.370341 -3.201712 1.579781 -1.04 -0.48 0.39 0.101
H 4.203022 -2.497070 5.499853 0.14 0.10 -0.07 0.081
H 4.295623 -4.254054 5.208814 0.21 -0.04 0.14 0.090
H 2.750302 -3.467097 5.515658 -0.20 0.12 -0.55 0.075
C -8.715604 1.009392 -1.567336 0.81 -0.20 -0.08 -0.059
C -7.584118 1.968500 -2.031084 0.22 -1.01 1.59 -0.167
N -7.443731 3.273374 -1.222533 -0.89 0.38 -2.28 -0.212
C -8.843755 4.038431 -1.268321 2.04 -0.89 0.64 0.053
C -6.933230 2.951596 0.205884 0.76 2.59 -0.57 -0.110
C -6.636757 4.241773 1.032899 -1.31 -0.27 0.31 -0.046
C -6.498093 4.222368 -2.106265 0.64 -0.26 1.87 -0.056
C -4.971252 4.049903 -1.974754 0.27 -1.54 -0.55 -0.133
O -4.536876 2.753544 -2.530650 -1.46 0.48 0.84 -0.205
C -3.490526 2.052138 -1.893338 1.07 -0.19 -0.92 -0.114
H -8.481107 0.568205 -0.598592 -0.07 0.55 0.37 0.074
H -8.610272 0.104682 -2.166074 -0.29 0.20 -0.54 0.084
H -9.753725 1.341661 -1.570554 0.22 0.19 -0.23 0.078
H -7.486615 2.109609 -3.107509 -0.63 0.58 0.16 0.128
H -6.661346 1.446690 -1.777475 0.10 0.00 -0.13 0.111
H -8.651979 5.091582 -1.062890 -0.07 -0.19 0.12 0.093
H -9.440443 3.596980 -0.470083 -0.26 0.05 -0.43 0.104
H -9.206384 3.922746 -2.289696 -0.23 -0.13 0.31 0.108
H -5.954635 2.489220 0.076803 -0.34 -0.51 -0.19 0.116
H -7.652419 2.345750 0.757083 0.06 -0.16 -0.51 0.128
H -5.980507 3.925615 1.843754 0.37 0.46 -0.11 0.082
H -7.533135 4.642558 1.506167 -0.37 -0.46 0.20 0.076
H -6.307712 5.159183 0.544850 0.85 -0.59 -0.42 0.082
H -6.755164 5.174494 -1.642077 0.36 0.25 -0.63 0.109
H -6.744852 4.185627 -3.167336 -0.67 -0.28 0.33 0.134
H -4.643057 4.246142 -0.954026 0.25 -0.38 0.08 0.115
H -4.480738 4.755402 -2.645410 -0.34 0.57 0.22 0.133
H -3.557687 1.888494 -0.817793 -0.04 0.45 -0.01 0.085
H -2.538051 2.456214 -2.236296 0.36 0.90 0.89 0.076
H -3.332104 1.092186 -2.384761 -1.09 -0.47 0.01 0.076
O -2.706952 3.556559 1.083610 -0.45 0.25 -0.59 0.023
C -2.839682 3.657044 2.444473 -1.44 1.97 1.70 -0.852
O -3.587533 4.540721 2.905302 0.06 -0.48 -1.35 -0.028
O -2.191321 2.867281 3.150872 1.62 -2.21 0.23 -0.127
H -2.059366 2.861331 0.946186 0.67 -0.66 -0.18 0.033
```
Forces are in eV/Å.